# 1
Computed, not measured: 7 unconnected molecules or ions with the total composition C63H80FO13P, with wB97M-V/def2-TZVPD.

Summary:
SMILES = CCCCCCCCCCCCCCCCCCCCP(CCCF)OCCCC.O=C1C=CC(=O)C=C1.O=C1C=CC(=O)C=C1.O=C1C=CC(=O)C=C1.O=C1C=CC(=O)C=C1.O=C1C=CC(=O)C=C1.O=C1C=CC(=O)C=C1
net charge = 0
F_max = 2.5 eV Å⁻¹
relative energy (zero: lowest compared OMol25 entry of this formula, charge and spin) = 0.0 kJ/mol
LUMO = -1.65 eV
gap between HOMO and LUMO = 0.2322 Eh
DFT total energy = -3867.6694 Eh
HOMO = -7.969 eV

Geometry as XYZ:
```
158
C63H80FO13P | OMol25 | wB97M-V/def2-TZVPD
P -0.48499 -1.37798 -5.70704
F -5.28836 0.51643 -5.64649
O 2.48350 8.53290 -3.23644
O -6.81973 -4.56656 10.25634
O -0.25010 -2.74314 -4.76671
O 1.57811 6.56537 5.92538
O 4.09602 -3.57012 0.11134
O 2.87892 -2.49208 -8.69362
O -3.97542 -3.48215 5.93211
O -3.65466 8.95415 4.96141
O 2.67636 1.42448 5.30668
O 3.03719 -6.52483 -4.14504
O 0.54429 9.87971 1.88167
O 0.94332 5.05841 0.44353
O 6.92224 -4.86538 -6.24364
C -1.34032 -0.54530 3.24964
C -4.85737 -2.70469 7.96712
C 4.67258 -5.45167 -1.18563
C -4.56159 0.43020 3.06908
C 3.28331 -5.85076 -3.16748
C -0.00732 0.10219 3.62510
C 2.47243 -4.65450 -2.84087
C -2.69479 9.16608 4.25637
C 1.83195 5.38879 5.78398
C -3.21865 1.08685 2.64969
C 1.84181 7.17919 -0.02442
C -4.62572 -3.73065 6.92238
C -1.95440 10.44913 4.33008
C -6.16967 -4.31862 9.26672
C -4.40831 -3.40941 2.53612
C 1.09171 0.17337 2.52750
C -5.22123 -5.07170 7.13466
C -0.89793 10.68201 3.55682
C 2.16521 3.47990 4.28416
C -3.32944 -3.40650 1.45592
C -2.21391 8.15275 3.28649
C -4.93057 -0.89338 2.38477
C 1.07629 -0.39045 -5.65030
C -1.74305 -0.24173 -4.92751
C 5.99685 -4.32245 -6.80466
C 2.42755 2.60124 5.45182
C 4.60108 -4.78081 -6.60582
C -5.57396 -2.97722 9.05388
C -1.04830 -5.02614 -4.92456
C 3.80389 -3.03697 -8.13374
C 2.37015 3.21944 6.79897
C 1.35577 1.21896 -3.57380
C 3.09264 2.05553 -1.89703
C -2.12401 0.14580 2.12569
C 1.88970 4.77120 4.43831
C -1.41024 -3.56334 -4.72932
C 1.84087 1.16955 -2.08427
C 1.58760 6.41012 -2.77222
C -2.15129 -5.95716 -4.37381
C -4.01081 0.75918 -5.22030
C -0.41789 9.66891 2.58785
C -3.07731 -0.33794 -5.69859
C 3.86048 -4.25456 -0.85938
C -2.05542 -6.00443 -2.82032
C -5.93782 -5.34461 8.22128
C 1.96102 -1.11311 2.43514
C 5.20058 -2.57845 -8.33347
C 6.21762 -3.17380 -7.71681
C 3.73409 -0.63895 0.65977
C 3.58398 -4.18533 -7.22252
C 2.40190 -1.35262 0.95045
C 1.58917 -0.17603 -4.18235
C 1.29736 5.85580 -0.40147
C 2.74011 -3.91507 -1.76988
C 2.22665 8.05535 -0.94798
C 2.09492 4.51231 6.95260
C 4.15992 1.37134 -1.00918
C 2.13069 7.73915 -2.39501
C 4.40489 -6.19219 -2.25813
C -1.15781 8.38602 2.51370
C -4.55366 -2.08331 3.30319
C 1.20074 5.53812 -1.84656
C 3.70128 0.89330 0.40646
H -3.32962 1.88990 1.92321
H 2.58627 -2.42961 0.83193
H 2.15850 -3.03714 -1.51414
H -1.96940 -0.48612 4.14263
H -2.32097 11.17592 5.04337
H -1.16646 -1.60376 3.05559
H -2.19422 -3.23021 -5.41269
H -5.38986 -2.22730 3.99013
H -2.76674 7.22305 3.24629
H 3.49967 2.23190 -2.89371
H 2.79540 2.99795 -1.43828
H 1.60108 -1.14369 0.24127
H 2.20938 3.01326 3.30876
H -0.21807 1.10767 4.00532
H 4.90694 2.14995 -0.83510
H 2.83424 -1.05085 3.07453
H -5.04021 -5.80677 6.36085
H -2.00641 -6.95727 -4.77034
H -6.01937 -0.92064 2.30216
H 1.90615 7.39190 1.03526
H 4.41425 -0.88621 1.47268
H -5.75496 -2.24203 9.82736
H -4.62168 0.35637 4.15334
H -3.11023 -5.57908 -4.72640
H 1.08682 -0.90131 -3.53879
H -3.64867 1.71250 -5.60835
H 2.55860 -4.50704 -7.08903
H -1.36199 0.77451 -5.05347
H 1.52650 6.19651 -3.83167
H -3.54886 -2.69975 0.65781
H -3.69717 -1.83621 3.92236
H -1.88954 -0.43481 -3.86167
H 1.75831 0.98575 2.81569
H -4.55591 -0.99447 1.38209
H -0.34436 11.61118 3.59700
H -5.34456 1.14595 2.80053
H -2.33215 -3.21526 1.84573
H 4.17625 -1.08933 -0.23197
H 4.40228 1.33928 1.11479
H 2.65804 -0.38561 -4.08655
H 1.83663 -1.00102 -6.13948
H 1.05220 1.41349 -1.37403
H 0.97011 0.53242 -6.21268
H 7.24296 -2.85291 -7.84907
H -4.41421 -1.73225 7.79443
H -1.82856 -3.47946 -3.72117
H 0.29253 1.45519 -3.58584
H 2.62459 9.02839 -0.69115
H -1.26157 -5.32534 -2.50979
H 1.65882 -4.41927 -3.51560
H -6.38086 -6.31697 8.39359
H -3.55105 -1.30520 -5.54539
H 5.34067 -1.73937 -9.00288
H 0.44159 -0.42330 4.47033
H 1.30366 -1.94818 2.68350
H -2.82816 -0.20095 -6.74761
H -1.75785 -7.00323 -2.51572
H 5.48553 -5.68318 -0.50948
H 4.45873 -5.61964 -5.93629
H -5.38763 -3.67045 2.13348
H 4.64877 0.58534 -1.58316
H -3.99740 0.84877 -4.14560
H -1.40544 0.77703 1.59534
H 1.92718 1.98703 -4.09244
H 1.69533 5.42412 3.59665
H 2.56267 2.56443 7.63900
H 0.80139 4.56290 -2.09742
H -0.79107 7.65791 1.80049
H -3.31435 -4.40113 1.00603
H -2.97859 -5.69557 -2.34070
H 2.04860 4.98224 7.92671
H -0.12393 -5.26966 -4.40461
H 0.73807 0.42060 1.53079
H -4.16345 -4.16861 3.28077
H -0.88458 -5.27880 -5.97285
H -2.44993 -0.59448 1.39840
H 2.12726 0.14019 -1.87159
H 2.73715 1.34009 0.63326
H 4.98521 -7.06895 -2.51613
H -2.80896 1.55154 3.55155
```

***

# 2
Computed, not measured: 2 unconnected molecules or ions with the total composition C2H7N3O2, with wB97M-V/def2-TZVPD.

Summary:
SMILES = [O-]/[NH+]=C/O.[H]/N=C\N
net charge = 0
F_max = 3.6 eV Å⁻¹
relative energy (zero: lowest compared OMol25 entry of this formula, charge and spin) = 448.1 kJ/mol
LUMO = 0.63 eV
gap between HOMO and LUMO = 0.3154 Eh
DFT total energy = -395.0343 Eh
HOMO = -7.955 eV

Geometry as XYZ:
```
14
C2H7N3O2 | OMol25 | wB97M-V/def2-TZVPD
O 2.56695 -1.20794 0.28798
O 2.43472 2.15265 -0.66631
N -0.75291 -0.96357 0.98169
N -2.04463 0.50679 -0.32905
N 2.32432 1.05076 -0.04699
C 2.86803 -0.07501 -0.34134
C -1.02529 -0.30420 -0.09474
H -1.55574 -0.77970 1.61527
H -0.37360 -0.48614 -0.89531
H -2.64894 0.80930 0.45912
H 3.86807 -0.00221 -0.95351
H 1.69019 -1.13415 0.77844
H 1.56477 1.17750 0.77086
H -1.99398 1.27079 -1.01321
```

***

# 3
Computed, not measured: a single C6H10 molecule, with wB97M-V/def2-TZVPD.

Summary:
net charge = 0
F_max = 1.6 eV Å⁻¹
relative energy (zero: lowest compared OMol25 entry of this formula, charge and spin) = 447.2 kJ/mol
LUMO = 0.23 eV
gap between HOMO and LUMO = 0.3054 Eh
DFT total energy = -234.4322 Eh
HOMO = -8.080 eV

Geometry as XYZ:
```
16
C6H10 | OMol25 | wB97M-V/def2-TZVPD
C -1.63616 0.33519 -1.24011
C -0.11481 -0.08596 1.68336
C 0.58201 -1.08781 -1.20561
C 1.63714 -0.71024 -0.17207
C -0.15168 0.14382 -0.92852
C 0.70853 0.30677 0.49368
H 0.45025 -0.01568 2.61654
H -0.48997 -1.10210 1.54350
H -1.83371 1.30598 -1.71007
H -1.99311 -0.44245 -1.93055
H 2.55127 -0.30345 -0.62338
H 0.41380 1.04831 -1.09371
H -2.25165 0.26696 -0.33508
H 1.92887 -1.54965 0.46611
H -0.97288 0.59418 1.75563
H 1.17211 1.29613 0.68028
```

***

# 4
Computed, not measured: a molecular structure, C47H56ClIN4O5PTa, with wB97M-V/def2-TZVPD.

Summary:
net charge = 0
F_max = 0.7 eV Å⁻¹
relative energy (zero: lowest compared OMol25 entry of this formula, charge and spin) = 0.0 kJ/mol
LUMO = -0.30 eV
gap between HOMO and LUMO = 0.2771 Eh
DFT total energy = -3576.2463 Eh
HOMO = -7.840 eV

Geometry as XYZ:
```
116
C47H56ClIN4O5PTa | OMol25 | wB97M-V/def2-TZVPD
Ta -1.68267 2.06112 0.92757
I -3.93304 3.52919 0.01781
Cl -0.08556 1.28595 2.95721
P 2.18029 -2.41448 0.45013
O -4.04500 4.87148 6.44510
O -2.51636 6.03587 5.31077
O -1.06724 4.05385 1.57600
O 1.38800 -1.14111 0.43428
O -1.05278 5.60711 3.19721
N -0.04381 1.19913 -0.02996
N 0.93360 3.21513 -0.86083
N -2.78074 2.53128 2.81068
N -4.01845 2.80882 4.57267
C -3.19516 3.90623 4.50648
C 1.80540 5.50587 -3.47786
C 3.82744 -3.26939 -2.69064
C -4.14754 -0.38984 -2.32153
C -5.88517 -1.16640 -4.36090
C -0.00175 2.43172 -0.29340
C -3.76162 2.00284 3.52376
C -1.02681 -3.62451 0.85889
C 3.78083 -2.09581 -0.40860
C 3.69653 -1.94712 -1.93509
C -4.54123 0.78703 3.18385
C 3.19047 -4.27452 2.41029
C -3.27958 4.98637 5.51771
C 3.59802 6.37347 -1.54553
C -1.42803 4.54828 2.69874
C 1.70710 5.02418 -2.17514
C 2.61222 5.46222 -1.21023
C 5.00495 -2.93808 -0.02950
C -1.24718 2.88597 -2.93820
C 2.06670 -2.55056 4.59247
C 5.07323 -4.04150 -2.27137
C -1.70973 -3.33148 -0.46938
C -3.28556 0.08012 -1.27745
C 3.69660 6.84475 -2.84840
C 2.80231 6.40758 -3.81435
C -2.51598 5.31584 -3.35221
C -1.35250 0.24759 2.12271
C 0.66384 4.04124 -1.80698
C -5.49032 0.00143 -2.29707
C 1.25431 -3.82154 -0.29109
C -3.68931 -1.16829 -3.38426
C -0.63129 4.06608 -2.52714
C -0.74169 -2.63317 -1.41170
C 2.85225 -3.85130 4.85741
C 2.66208 -2.83732 2.16964
C 0.22463 -4.47175 0.65132
C 2.67040 -4.85660 3.72556
C -2.74793 0.72499 -0.39578
C -6.35028 -0.38920 -3.30808
C 0.55074 -3.42219 -1.60393
C -2.43157 3.71439 3.40079
C -2.48547 2.92087 -3.56112
C -3.12120 4.13457 -3.76220
C -1.27128 5.28598 -2.75115
C 5.08227 -4.27045 -0.76451
C -4.55262 -1.55044 -4.39797
C 1.54947 -2.46446 3.15671
H -4.43124 0.01313 3.94354
H -1.99456 5.97103 4.45161
H -2.96091 1.99850 -3.86917
H 2.88004 6.77042 -4.82994
H 1.22168 -2.46831 5.27846
H 5.98654 -4.80365 -0.46468
H -0.75187 1.93581 -2.78289
H 3.91910 -3.63111 4.95279
H 0.69515 -3.13223 3.03076
H 4.23982 -4.91025 -0.48254
H 3.94119 -1.08865 0.00189
H -1.70723 -4.14130 1.54017
H 0.67528 -4.73082 1.60791
H 5.12638 -4.99133 -2.80689
H 2.52028 5.08603 -0.20097
H 2.94639 -4.94416 1.58464
H 4.46855 7.55590 -3.10926
H -4.21380 0.39857 2.22086
H 4.28917 6.72191 -0.78971
H -2.02378 -0.07695 2.91189
H 3.20431 -5.78333 3.94492
H -6.55839 -1.46701 -5.15246
H 5.88800 -2.35045 -0.30587
H -0.07324 -5.42146 0.19053
H -2.64865 -1.45671 -3.41533
H 2.54851 -4.29323 5.80734
H -0.81250 -0.57258 1.66458
H 1.19057 -1.45838 2.94151
H -2.59405 -2.70824 -0.32301
H 5.07080 -3.07719 1.04826
H -4.09548 4.16117 -4.22924
H 1.21698 -2.86063 -2.25616
H 3.48031 -2.12896 2.36004
H 4.52607 -1.30076 -2.23904
H -4.72372 2.69283 5.28592
H 2.70410 -1.68592 4.79125
H -5.83165 0.62737 -1.48444
H -1.20619 -2.49314 -2.38788
H 5.96730 -3.47337 -2.54843
H -3.02164 6.26090 -3.49201
H 4.28131 -4.25510 2.46196
H -7.38633 -0.07932 -3.28039
H -0.52294 -1.63934 -1.02207
H 1.10437 5.16507 -4.22851
H 3.84690 -3.06972 -3.76395
H -0.75391 -2.68056 1.33648
H 1.61432 -5.12603 3.63675
H -5.59719 1.04510 3.10003
H -4.18392 -2.14897 -5.22084
H 0.31768 -4.35372 -2.13359
H 0.55925 0.37930 -0.18054
H -0.80152 6.20306 -2.42252
H 2.78634 -1.41611 -2.22040
H 2.95286 -3.89931 -2.51521
H 2.01696 -4.57181 -0.52326
H -2.04905 -4.27310 -0.91508
```